Entry 1:
ORCA calculation (ωB97M-V/def2-TZVPD) on a structure of composition ILi2.

Structure (XYZ):
```
3
ILi2, DFT ωB97M-V/def2-TZVPD
Li -0.364 0.837 1.831
Li -0.816 -0.740 -1.778
I 1.180 -0.097 -0.053
```

Molar mass = 140.8 g mol⁻¹
Electronic energy = -312.124679 a.u.
Frontier orbital gap (spin up / spin down) = 12.41 / 7.37 eV
Total charge = +2
Spin multiplicity = 2
ΔE to the lowest compared entry with this formula, charge and spin = 9.58 kJ/mol


Entry 2:
ORCA calculation (ωB97M-V/def2-TZVPD) on a structure of composition IMn.

Structure (XYZ):
```
2
IMn, DFT ωB97M-V/def2-TZVPD
Mn 0.421 1.318 0.435
I -0.421 -1.318 -0.435
```

Molar mass = 181.8 g mol⁻¹
Electronic energy = -1448.359512 a.u.
Frontier orbital gap (spin up / spin down) = 6.02 / 6.15 eV
Total charge = +1
Spin multiplicity = 6
ΔE to the lowest compared entry with this formula, charge and spin = 68.92 kJ/mol


Entry 3:
ORCA calculation (ωB97M-V/def2-TZVPD) on the ion IO2S2 with charge -1.

Structure (XYZ):
```
5
IO2S2, DFT ωB97M-V/def2-TZVPD
O -0.510 1.510 1.161
S -0.290 -0.056 -0.103
O -0.596 0.304 -1.459
S -0.801 -1.867 0.370
I 2.197 0.109 0.031
```

Molar mass = 223.0 g mol⁻¹
SMILES = O=S(=O)([S-])I
Electronic energy = -1244.514172 a.u.
Frontier orbital gap (spin up / spin down) = 7.63 / 7.63 eV
Total charge = -1
Spin multiplicity = 1
ΔE to the lowest compared entry with this formula, charge and spin = 299.81 kJ/mol


Entry 4:
ORCA calculation (ωB97M-V/def2-TZVPD) on a structure of composition IO6V3.

Structure (XYZ):
```
10
IO6V3, DFT ωB97M-V/def2-TZVPD
O -7.712 33.126 -4.069
V -7.180 31.892 -4.593
O -7.443 30.570 -3.716
O -7.797 25.860 -11.026
V -8.614 26.661 -9.936
O -9.191 25.904 -8.794
O -11.060 35.483 -9.804
V -10.307 34.680 -10.872
O -11.059 33.760 -11.890
I -9.001 31.012 -8.654
```

Molar mass = 375.7 g mol⁻¹
Electronic energy = -3580.190084 a.u.
Frontier orbital gap = 4.92 eV
Total charge = +2
Spin multiplicity = 1
ΔE to the lowest compared entry with this formula, charge and spin = 439.75 kJ/mol


Entry 5:
ORCA calculation (ωB97M-V/def2-TZVPD) on the ion N2 with charge -1.

Structure (XYZ):
```
2
N2, DFT ωB97M-V/def2-TZVPD
N 0.223 0.600 0.202
N -0.223 -0.600 -0.202
```

Molar mass = 28.0 g mol⁻¹
Electronic energy = -109.438468 a.u.
Frontier orbital gap (spin up / spin down) = 7.40 / 11.62 eV
Total charge = -1
Spin multiplicity = 2
ΔE to the lowest compared entry with this formula, charge and spin = 89.87 kJ/mol


Entry 6:
ORCA calculation (ωB97M-V/def2-TZVPD) on an isolated molecule of N2.

Structure (XYZ):
```
2
N2, DFT ωB97M-V/def2-TZVPD
N 0.000 0.000 0.728
N 0.000 0.000 -0.728
```

Molar mass = 28.0 g mol⁻¹
SMILES = N#N
Electronic energy = -109.368430 a.u.
Frontier orbital gap = 11.78 eV
Spin multiplicity = 1
ΔE to the lowest compared entry with this formula, charge and spin = 483.54 kJ/mol